The following is a quantum chemistry calculation of 2 unconnected molecules or ions with the total composition C6H16O4 in a non-equilibrium geometry, from the Open Molecules 2025 dataset.

## Properties
**DFT total energy**: -539.10725 hartree
**SMILES**: OCCCO.OCCCO
**Total charge**: 0
**HOMO**: -9.8133 eV
**Energy above the lowest of the compared OMol25 structures with the same formula, charge and spin**: 50.0 kcal/mol
**Largest force on an atom**: 2.82 eV/Å

Structure (XYZ):
```
26
Properties=species:S:1:pos:R:3:nbo_charge:R:1
O -10.52048 -7.48854 -0.04494 -0.74
C -11.88218 -7.01227 -0.09660 -0.06
C -12.93426 -7.81797 0.62336 -0.45
C -14.34306 -7.32692 0.31442 -0.07
O -14.72377 -7.62206 -1.04073 -0.72
H -10.03828 -7.23869 -0.86070 0.47
H -11.81728 -5.99338 0.33130 0.15
H -12.26572 -6.91916 -1.13086 0.17
H -12.83464 -8.88432 0.34331 0.22
H -12.69044 -7.72840 1.69945 0.21
H -15.04340 -7.84188 0.99983 0.18
H -14.38902 -6.24366 0.53773 0.16
H -15.01414 -6.74110 -1.35695 0.47
O -6.39949 -13.45450 1.03483 -0.73
C -6.08982 -12.46172 1.92279 -0.05
C -6.12346 -11.10910 1.30980 -0.44
C -7.48006 -10.52196 0.92722 -0.05
O -7.33660 -9.21548 0.43943 -0.73
H -6.17604 -14.36655 1.31525 0.48
H -6.80574 -12.48398 2.76684 0.15
H -5.07759 -12.63676 2.33534 0.16
H -5.63733 -10.41834 2.02534 0.21
H -5.54139 -11.08308 0.36855 0.21
H -7.89570 -11.18422 0.14356 0.16
H -8.23260 -10.44326 1.73526 0.16
H -8.16719 -8.90180 0.02456 0.48
```



The following is a quantum chemistry calculation of a molecular structure, C30H35Br2N3O2STi in a non-equilibrium geometry, from the Open Molecules 2025 dataset.

## Properties
**DFT total energy**: -7874.41252 hartree
**Total charge**: +1
**HOMO (spin up / spin down)**: -9.1764 / -10.0364 eV
**Energy above the lowest of the compared OMol25 structures with the same formula, charge and spin**: 0.0 kcal/mol
**Largest force on an atom**: 2.54 eV/Å
**Multiplicity**: 2

Structure (XYZ):
```
74
Properties=species:S:1:pos:R:3:lowdin_charge:R:1
Ti -0.01734 -0.06257 0.06237 0.47
C 4.00623 -4.46539 -0.97713 -0.03
C 2.57800 -4.07593 -1.25357 -0.23
C 1.65446 -4.95622 -1.79797 0.00
C 0.35805 -4.53669 -2.05991 -0.08
C 0.05224 -3.22531 -1.76693 -0.74
Br -1.67880 -2.54897 -2.10645 0.85
N 0.89755 -2.35850 -1.24710 -0.02
C 2.13695 -2.78954 -0.98946 -0.12
H 4.19360 -5.49997 -1.25951 0.08
H 4.24484 -4.35248 0.08246 0.09
H 4.69568 -3.83286 -1.53896 0.09
H 1.94505 -5.97683 -2.02004 0.12
H -0.39049 -5.19811 -2.47362 0.11
H 2.80091 -2.07029 -0.52190 0.06
C 0.15588 5.38486 2.36896 -0.04
C 0.16768 3.89495 2.13665 -0.25
C 0.04711 2.97492 3.18738 -0.01
C 0.05757 1.61170 2.94736 -0.06
C 0.21142 1.18445 1.63773 -0.35
Br -0.87120 -1.89791 1.40556 0.17
N 0.33771 2.05977 0.65381 -0.02
C 0.31817 3.37897 0.86186 -0.07
H -0.27057 5.62658 3.34241 0.08
H -0.42419 5.90201 1.60202 0.08
H 1.17071 5.79090 2.33927 0.09
H -0.07281 3.34298 4.20270 0.12
H -0.04560 0.89651 3.75329 0.11
H 0.41133 4.03160 -0.00177 0.13
S 2.52241 -1.31320 2.06083 0.67
C 3.87843 -0.97267 2.99812 -0.73
N 4.96740 -0.32380 2.48314 0.05
C 6.11988 -0.05465 3.16165 -0.07
C 6.24848 -0.42268 4.45406 -0.06
C 5.15118 -1.07670 5.06697 -0.04
C 4.00943 -1.33757 4.37009 -0.08
H 4.89588 -0.05986 1.51406 0.13
H 6.89401 0.45711 2.60673 0.13
H 7.16223 -0.22117 4.99335 0.11
H 5.22485 -1.37026 6.10856 0.12
H 3.16578 -1.83637 4.82509 0.11
C 0.53267 0.13555 -3.39136 0.00
O 1.63290 0.56041 -2.54816 -0.06
C 1.59656 0.42466 -1.28181 -0.24
C 2.91868 0.88520 -0.75533 -0.07
H 0.82219 -0.79152 -3.87403 0.10
H 0.39377 0.90993 -4.13713 0.11
H -0.36648 -0.01290 -2.81580 0.03
H 3.14671 1.85747 -1.19955 0.10
H 3.68777 0.18322 -1.09211 0.10
H 2.91715 0.94462 0.32572 0.03
C -7.09376 -2.20928 0.53128 -0.03
C -6.00497 -1.28526 0.06153 -0.23
C -5.21781 -0.58243 0.96548 0.01
C -4.13496 0.17805 0.55519 -0.18
C -3.40040 1.00968 1.56933 -0.03
C -3.83638 0.21789 -0.82463 -0.12
C -2.59395 0.70496 -1.34059 -0.13
O -1.47927 0.58602 -0.78882 -0.19
C -4.72555 -0.34776 -1.77040 -0.21
C -4.50955 -0.18802 -3.25948 -0.04
C -5.77255 -1.11380 -1.30563 0.00
H -7.21127 -2.17142 1.61302 0.08
H -6.84941 -3.23709 0.25432 0.09
H -8.04901 -1.96454 0.06461 0.09
H -5.45696 -0.62637 2.02455 0.13
H -4.10837 1.38350 2.31204 0.09
H -2.90274 1.86657 1.11846 0.08
H -2.65531 0.41696 2.09496 0.05
H -2.56422 1.14930 -2.33244 0.14
H -3.62006 -0.72163 -3.60522 0.06
H -4.39909 0.86301 -3.53593 0.09
H -5.36252 -0.58732 -3.80527 0.09
H -6.43362 -1.59590 -2.02166 0.13
```



The following is a quantum chemistry calculation of a molecular structure, Br8Pb4 in a non-equilibrium geometry, from the Open Molecules 2025 dataset.

## Properties
**DFT total energy**: -21363.88573 hartree
**Total charge**: 0
**HOMO**: -9.1582 eV
**Largest force on an atom**: 2.03 eV/Å

Structure (XYZ):
```
12
Properties=species:S:1:pos:R:3:nbo_charge:R:1
Pb 5.22115 6.87666 4.84976 1.11
Pb 5.69821 8.84828 12.76836 1.15
Pb 7.35484 10.18282 8.49575 1.12
Pb 5.69080 5.97456 8.72302 1.18
Br 8.81721 8.09830 7.88749 -0.55
Br 5.72148 9.02561 6.67513 -0.57
Br 7.21104 5.61716 6.08031 -0.53
Br 5.36024 10.41077 10.37510 -0.55
Br 5.72585 3.59214 9.84633 -0.62
Br 7.43703 7.30163 11.33072 -0.58
Br 3.52741 7.24602 11.44191 -0.63
Br 3.58629 5.54027 6.50693 -0.53
```



The following is a quantum chemistry calculation of 2 unconnected molecules or ions with the total composition C15H18 in a non-equilibrium geometry, from the Open Molecules 2025 dataset.

## Properties
**DFT total energy**: -582.26357 hartree
**SMILES**: CCc1ccccc1.Cc1ccccc1
**Total charge**: 0
**HOMO**: -8.8918 eV
**Energy above the lowest of the compared OMol25 structures with the same formula, charge and spin**: 64.1 kcal/mol
**Largest force on an atom**: 4.98 eV/Å

Structure (XYZ):
```
33
Properties=species:S:1:pos:R:3:nbo_charge:R:1
C 0.63424 -4.63810 1.48559 -0.61
C -0.12178 -3.29427 1.05696 -0.42
C 0.46490 -2.81132 -0.19764 -0.03
C 1.89303 -2.99144 -0.43121 -0.21
C 2.47012 -2.47744 -1.59095 -0.22
C 1.65136 -1.76206 -2.44758 -0.21
C 0.30103 -1.57987 -2.34690 -0.22
C -0.24532 -2.02467 -1.09810 -0.19
H 1.78543 -4.80185 1.43562 0.20
H 0.42214 -5.56435 1.00777 0.21
H 0.50233 -4.70879 2.52530 0.21
H -1.16174 -3.47525 1.19964 0.23
H 0.19175 -2.51971 1.79504 0.22
H 2.50249 -3.76832 0.11353 0.22
H 3.54828 -2.64344 -1.93210 0.22
H 2.20768 -1.29781 -3.33500 0.20
H -0.07598 -0.89113 -2.98853 0.21
H -1.23705 -1.92113 -0.93336 0.19
C -3.12352 3.10897 -0.21850 -0.62
C -1.77369 3.37451 0.44161 -0.01
C -0.77642 2.53065 0.02077 -0.21
C 0.55169 2.76951 0.34620 -0.20
C 0.98959 4.01324 0.88463 -0.21
C -0.05470 4.78824 1.35494 -0.20
C -1.34868 4.51131 1.06357 -0.23
H -3.33168 2.02297 -0.40933 0.22
H -3.15179 3.72481 -1.01161 0.22
H -3.91805 3.68419 0.35733 0.21
H -1.11103 1.54231 -0.56097 0.20
H 1.20869 1.95497 0.16656 0.21
H 1.99629 4.21630 1.04678 0.21
H 0.23454 5.68974 1.80855 0.21
H -2.12413 5.23924 1.39137 0.20
```



The following is a quantum chemistry calculation of a gas-phase ion, C2H4N2O2S2 (charge -2) in a non-equilibrium geometry, from the Open Molecules 2025 dataset.

## Properties
**DFT total energy**: -1134.91641 hartree
**Total charge**: -2
**HOMO**: 0.6432 eV
**Energy above the lowest of the compared OMol25 structures with the same formula, charge and spin**: 6.2 kcal/mol
**Largest force on an atom**: 4.17 eV/Å

Structure (XYZ):
```
12
Properties=species:S:1:pos:R:3:nbo_charge:R:1
C 0.88386 0.03955 0.18861 0.28
C -1.36307 -0.95933 0.89851 -0.43
N 0.26326 0.77954 -0.58040 -0.80
N 0.03967 -0.73562 1.39796 -0.72
O 0.41902 3.00680 -1.68819 -1.08
O 0.82638 1.00635 -3.11303 -1.08
S 2.53710 -0.27787 0.49301 -0.62
S 1.12579 1.72232 -1.81039 1.59
H -1.89094 -1.34163 1.83645 0.14
H -1.75987 -0.07345 0.48219 0.22
H -1.60249 -1.62654 0.07658 0.15
H 0.52129 -1.54013 1.81870 0.36
```



The following is a quantum chemistry calculation of 2 unconnected molecules or ions with the total composition C2H4Cl2N2 in a non-equilibrium geometry, from the Open Molecules 2025 dataset.

## Properties
**DFT total energy**: -1108.34842 hartree
**Total charge**: 0
**HOMO (spin up / spin down)**: -10.1716 / -7.3961 eV
**Energy above the lowest of the compared OMol25 structures with the same formula, charge and spin**: 92.3 kcal/mol
**Largest force on an atom**: 4.42 eV/Å

Structure (XYZ):
```
10
Properties=species:S:1:pos:R:3:nbo_charge:R:1
C 0.66475 -0.35477 -0.40475 0.16
C -0.22276 0.00970 0.68427 0.11
N 0.15730 -0.68419 -1.52261 -0.68
N -1.50862 -0.12416 0.70539 -0.77
Cl 2.42387 -0.17142 -0.12165 -0.05
Cl 0.44207 0.25870 2.24323 0.02
H 1.18482 2.16640 -0.51983 -0.01
H 0.70421 -1.01457 -2.30922 0.38
H -1.85475 -0.64063 -0.06872 0.43
H -1.99090 0.55495 1.31388 0.42
```